[1]
# C4H4ClN

The molecule C4H4ClN (wB97M-V/def2-TZVPD, the OMol25 dataset).

Summary:
gap between HOMO and LUMO: 10.324 eV
ΔE to the lowest compared entry with this formula, charge and spin: 99.2 kcal per mole
HOMO: -0.37340 hartree
strongest force on any atom: 0.129 Eh/bohr

The geometry in ORCA input format:
```
! RIJCOSX wB97M-V def2-TZVPD def2/J DEFGRID3
* xyz 0 1
C -2.544 -0.833 -0.952
C -1.686 -0.592 -0.074
C -0.290 -0.211 0.178
N 0.315 0.707 -0.388
C 1.568 0.717 0.254
Cl 2.930 0.313 -0.452
H -3.476 -1.012 -1.462
H 0.074 -0.730 1.088
H 1.553 -0.055 1.064
H 1.556 1.697 0.743
*
```


[2]
# C58H40CaCl5N10

A structure of composition C58H40CaCl5N10 (wB97M-V/def2-TZVPD, the OMol25 dataset).

Summary:
gap between HOMO and LUMO (spin up / spin down): 5.115 / 5.024 eV
HOMO (spin up / spin down): -0.14671 / -0.14270 hartree
strongest force on any atom: 0.038 Eh/bohr

The geometry in ORCA input format:
```
! RIJCOSX wB97M-V def2-TZVPD def2/J DEFGRID3
* xyz -1 1
Ca -0.552 -0.624 -0.686
C -0.383 3.306 -5.959
C -1.222 4.153 -5.256
C -1.838 3.708 -4.079
C -1.524 2.440 -3.646
C -1.955 1.666 -2.473
N -2.860 2.126 -1.623
C -3.256 1.455 -0.518
C -4.487 1.809 0.190
C -5.474 2.752 -0.011
C -6.573 2.747 0.847
C -6.694 1.836 1.889
C -5.699 0.902 2.117
C -4.592 0.871 1.251
C -3.456 -0.014 1.097
N -3.178 -1.079 1.916
C -2.465 -2.069 1.464
N -1.949 -2.309 0.209
C -1.379 -3.535 0.179
N -0.816 -4.197 -0.825
C -0.515 -3.620 -1.996
N -0.621 -2.322 -2.295
C -0.106 -2.006 -3.488
N -0.055 -0.790 -4.095
C -0.634 0.298 -3.648
N -1.363 0.470 -2.506
C -0.692 1.589 -4.383
C -0.122 1.999 -5.555
C 0.474 -3.239 -4.050
C 1.166 -3.557 -5.231
C 1.508 -4.895 -5.424
C 1.176 -5.929 -4.515
C 0.511 -5.584 -3.361
C 0.163 -4.249 -3.127
C -1.465 -4.152 1.512
C -0.835 -5.274 2.051
C -0.991 -5.503 3.411
C -1.728 -4.632 4.230
C -2.300 -3.482 3.684
C -2.118 -3.242 2.329
N -2.679 0.409 0.047
H 0.065 3.693 -6.884
H -1.493 5.103 -5.695
H -2.588 4.288 -3.573
H -5.439 3.452 -0.858
H -7.364 3.473 0.639
H -7.576 1.793 2.518
H -5.781 0.217 2.933
H 0.524 1.373 -6.146
H 1.425 -2.785 -5.943
H 2.007 -5.186 -6.356
H 1.480 -6.982 -4.694
H 0.322 -6.334 -2.611
H -0.248 -5.962 1.421
H -0.512 -6.331 3.931
H -1.817 -4.842 5.313
H -2.843 -2.736 4.242
C 4.873 1.087 0.763
C 4.489 -0.197 1.433
C 5.444 -1.204 1.594
C 5.177 -2.397 2.219
C 3.886 -2.623 2.693
C 2.900 -1.659 2.576
C 1.491 -1.889 3.081
C 3.205 -0.456 1.933
N 2.246 0.529 1.767
C 2.020 1.410 2.634
C 2.724 1.448 3.989
C 1.007 2.452 2.295
C 1.355 3.848 2.747
N -0.055 2.184 1.643
C -0.990 3.219 1.361
C -0.778 4.110 0.286
C 0.359 3.928 -0.657
C -1.716 5.129 0.068
C -2.819 5.238 0.911
C -2.996 4.332 1.962
C -2.077 3.331 2.222
C -2.283 2.371 3.344
H 5.603 0.878 0.002
H 5.359 1.798 1.436
H 4.016 1.583 0.281
H 6.446 -1.000 1.251
H 5.954 -3.124 2.338
H 3.642 -3.576 3.142
H 1.378 -2.833 3.665
H 0.806 -1.952 2.265
H 1.199 -1.094 3.747
H 3.206 0.491 4.150
H 2.002 1.615 4.804
H 3.460 2.247 4.074
H 2.314 4.151 2.375
H 1.382 3.887 3.846
H 0.630 4.599 2.397
H 1.280 3.555 -0.205
H 0.603 4.900 -1.114
H 0.097 3.273 -1.488
H -1.633 5.775 -0.800
H -3.570 5.995 0.745
H -3.900 4.413 2.528
H -3.347 2.287 3.593
H -1.740 2.673 4.249
H -1.904 1.396 3.033
Cl 1.956 1.272 -1.757
C 2.748 -0.287 -1.658
C 2.109 -1.341 -0.981
C 2.868 -2.520 -0.961
Cl 2.247 -3.915 -0.102
C 4.123 -2.670 -1.558
Cl 4.964 -4.166 -1.426
C 4.685 -1.627 -2.261
Cl 6.260 -1.808 -2.996
C 3.981 -0.432 -2.321
Cl 4.732 0.902 -3.070
*
```


[3]
# CH6S2

A cluster of 2 separate species, CH6S2 in total (wB97M-V/def2-TZVPD, the OMol25 dataset).

Summary:
gap between HOMO and LUMO: 9.896 eV
ΔE to the lowest compared entry with this formula, charge and spin: 5.8 kcal per mole
HOMO: -0.33883 hartree
strongest force on any atom: 0.014 Eh/bohr

The geometry in ORCA input format:
```
! RIJCOSX wB97M-V def2-TZVPD def2/J DEFGRID3
* xyz 0 1
C -0.693 0.994 0.421
S -2.409 0.385 0.140
H -0.065 0.707 -0.412
H -0.242 0.613 1.332
H -0.725 2.079 0.404
H -2.024 -0.697 -0.527
S 2.298 -1.710 -0.929
H 2.740 -0.695 -0.153
H 1.121 -1.677 -0.277
*
```